The following is a DFT calculation (wB97M-V/def2-TZVPD) of a cluster of 2 separate species, C2H8OS2 in total in a non-equilibrium geometry.

```
13
Properties=species:S:1:pos:R:3:lowdin_charge:R:1
C -0.70 1.74 0.05 -0.165
C 0.12 0.47 -0.17 -0.597
S 1.63 0.93 -1.22 0.423
S 3.01 -0.45 -0.33 0.287
H -1.49 1.76 -0.60 0.032
H -0.14 2.58 0.28 0.026
H -1.20 1.63 1.17 0.130
H -0.43 -0.32 -0.62 0.025
H 0.44 0.02 0.74 0.028
H 2.83 -1.65 -0.88 -0.222
H -0.68 -2.66 0.38 0.026
H -1.87 -1.79 1.04 0.121
O -1.52 -2.25 0.15 -0.115
```

Values from the calculation:
structure (SMILES)	CCSS.O
LUMO energy	0.3	eV
HOMO-LUMO gap	9.37	eV
E	-952.566289	Eh
ΔE to the lowest compared entry with this formula, charge and spin	1.286	eV
highest occupied orbital energy	-9.0964	eV
2S+1	1